{
  "formula": "C4H11NO",
  "method": "the ωB97M-V functional and the def2-TZVPD basis",
  "species": ["C", "C", "C", "N", "C", "H", "H", "H", "H", "H", "H", "H", "H", "H", "H", "H", "O"],
  "xyz": [[-0.868, -1.070, -0.486], [-0.487, 0.384, -0.610], [0.793, 0.705, -0.757], [1.921, -0.120, -0.458], [-1.606, 1.371, -0.518], [-0.849, -1.444, 0.537], [-0.247, -1.685, -1.139], [-1.828, -1.302, -0.946], [1.091, 1.745, -0.681], [2.719, 0.221, -0.973], [1.773, -1.072, -0.788], [-2.420, 1.028, 0.116], [-1.983, 1.562, -1.526], [-1.289, 2.347, -0.137], [0.532, -1.347, 2.437], [1.680, -0.335, 2.783], [1.068, -0.988, 3.146]],
  "charge": 0,
  "gap_ha": 0.3343,
  "homo_energy_ev": -8.28,
  "smiles": "CC(C)=CN.O"
}

{
  "formula": "C3H4BrF",
  "method": "the ωB97M-V functional and the def2-TZVPD basis",
  "species": ["C", "C", "C", "F", "Br", "H", "H", "H", "H"],
  "xyz": [[0.771, 0.640, 0.765], [1.156, -0.191, -0.156], [-2.043, -0.885, -2.685], [0.900, 0.074, -1.433], [-2.209, 0.487, -3.878], [0.972, 0.430, 1.884], [0.177, 1.571, 0.484], [1.751, -1.123, -0.220], [-1.171, -0.651, -2.095]],
  "charge": 0,
  "gap_ha": 0.2954,
  "homo_energy_ev": -8.92
}

{
  "formula": "C5H10NO2",
  "method": "the ωB97M-V functional and the def2-TZVPD basis",
  "species": ["O", "C", "O", "C", "H", "H", "H", "C", "C", "C", "N", "H", "H", "H", "H", "H", "H", "H"],
  "xyz": [[-0.584, 2.052, -0.526], [0.321, 1.702, -1.321], [1.534, 1.441, -1.023], [-0.057, 1.597, -2.809], [0.719, 1.932, -3.524], [-0.242, 0.520, -3.017], [-0.960, 2.148, -3.056], [-0.566, -2.660, 1.316], [-0.671, -1.155, 1.483], [0.484, -0.405, 1.487], [0.735, 0.932, 1.597], [0.508, -2.906, 1.263], [-1.004, -3.256, 2.127], [-0.986, -3.010, 0.374], [-1.660, -0.751, 1.625], [1.381, -1.008, 1.272], [1.095, 1.335, 0.759], [-0.047, 1.492, 1.973]],
  "charge": -1,
  "gap_ha": 0.2880,
  "homo_energy_ev": -3.79
}

{
  "formula": "CH5Cl2NSi",
  "method": "the ωB97M-V functional and the def2-TZVPD basis",
  "species": ["C", "N", "Si", "Cl", "Cl", "H", "H", "H", "H", "H"],
  "xyz": [[2.744, 0.239, -0.639], [-0.513, -0.981, 0.010], [-0.100, 0.543, 0.758], [2.879, -1.362, 0.116], [3.814, 1.430, 0.199], [3.108, 0.187, -1.639], [0.225, -1.750, 0.087], [-1.247, -0.959, -0.594], [0.670, 0.550, 2.024], [-0.147, 1.874, 0.111]],
  "charge": 0,
  "gap_ha": [0.1928, 0.2657],
  "homo_energy_ev": [-6.75, -8.09]
}

{
  "formula": "C3H9NO3",
  "method": "the ωB97M-V functional and the def2-TZVPD basis",
  "species": ["C", "C", "O", "C", "N", "O", "H", "H", "H", "H", "H", "H", "H", "H", "H", "O"],
  "xyz": [[-0.379, 0.783, 0.688], [0.385, 1.223, -0.547], [-0.225, 2.337, -1.185], [0.363, -0.223, 1.565], [1.094, -1.173, 0.926], [0.319, -0.136, 2.773], [-1.308, 0.291, 0.404], [-0.587, 1.626, 1.347], [1.380, 1.570, -0.304], [0.492, 0.392, -1.246], [-1.157, 2.143, -1.348], [1.725, -1.719, 1.487], [0.952, -1.467, -0.027], [-1.322, -1.266, -1.096], [-1.063, -2.611, -1.838], [-0.669, -1.770, -1.599]],
  "charge": 0,
  "gap_ha": 0.3670,
  "homo_energy_ev": -9.69,
  "smiles": "NC(=O)CCO.O"
}

{
  "formula": "C10H16O",
  "method": "the ωB97M-V functional and the def2-TZVPD basis",
  "species": ["C", "C", "C", "C", "C", "C", "C", "C", "O", "H", "H", "H", "H", "H", "H", "H", "H", "H", "H", "C", "C", "H", "H", "H", "H", "H", "H"],
  "xyz": [[-0.581, -0.253, -2.637], [-0.976, 0.945, -3.525], [-0.957, -0.247, -1.171], [-0.846, -1.420, -0.446], [-1.392, 0.893, -0.484], [-1.092, -1.455, 0.928], [-1.677, 0.874, 0.858], [-1.563, -0.324, 1.561], [-1.856, -0.263, 2.900], [-1.012, -1.141, -3.111], [0.499, -0.375, -2.703], [-1.936, 0.739, -4.002], [-0.478, -2.336, -0.897], [-1.463, 1.794, -1.080], [-0.912, -2.391, 1.452], [-2.053, 1.736, 1.389], [-1.948, -1.147, 3.284], [-0.181, 1.156, -4.237], [-1.164, 1.859, -2.959], [2.931, 0.196, 2.606], [2.497, 0.151, 1.123], [3.549, 1.062, 2.833], [2.051, 0.330, 3.227], [3.497, -0.704, 2.851], [2.699, 1.064, 0.577], [1.425, -0.042, 1.054], [2.939, -0.700, 0.609]],
  "charge": 0,
  "gap_ha": 0.3401,
  "homo_energy_ev": -8.40,
  "smiles": "CCc1ccc(O)cc1.CC"
}

no.,total energy (Eh)
1,-288.97056
2,-2790.40114
3,-401.79045
4,-1305.59817
5,-400.19237
6,-465.86125